Record 1
This record from the OMol25 dataset describes an isolated molecule of C7H4N2O3S. The level of theory is ωB97M-V/def2-TZVPD.

Charge ... 0

```
17
C7H4N2O3S | the OMol25 dataset | ωB97M-V/def2-TZVPD
C 1.44 0.35 0.43
C 1.40 -0.07 -0.86
C 0.18 0.15 1.31
C 0.56 -1.01 -1.48
C -1.11 0.32 0.54
C -0.13 -2.06 -1.09
C -1.06 2.52 -0.47
N -1.52 1.45 -0.08
N -1.31 -1.43 1.79
O -0.82 3.46 -1.11
O -1.85 -0.65 1.00
O 0.04 -1.11 1.94
S -1.02 -3.28 -0.99
H 2.05 1.02 0.94
H 2.39 0.22 -1.35
H 0.14 0.95 2.05
H 0.61 -0.83 -2.57
```

Record 2
This record from the OMol25 dataset describes an isolated molecule of C19H24N2O4S. The level of theory is ωB97M-V/def2-TZVPD.

Charge ... 0
Structure (SMILES) ... COCCNC(=O)CCc1ccc(S(=O)(=O)Nc2ccc(C)cc2)cc1
Energy relative to the best compared isomer or geometry (same formula, charge and spin) ... 35.8 kcal/mol

```
50
C19H24N2O4S | the OMol25 dataset | ωB97M-V/def2-TZVPD
C -6.30 -0.49 -0.65
O -5.76 -1.60 -1.34
C -4.54 -2.07 -0.83
C -3.36 -1.09 -0.99
N -3.15 -0.28 0.19
C -3.28 1.07 0.21
O -3.67 1.71 -0.74
C -2.86 1.72 1.52
C -1.39 2.17 1.41
C -0.51 0.99 1.10
C -0.06 0.17 2.12
C 0.67 -0.97 1.84
C 0.94 -1.29 0.52
S 1.92 -2.74 0.18
O 1.65 -3.75 1.16
O 1.81 -3.07 -1.21
N 3.48 -2.22 0.52
C 3.94 -1.00 0.02
C 4.63 -0.11 0.84
C 5.08 1.10 0.33
C 4.83 1.46 -0.98
C 5.32 2.76 -1.53
C 4.14 0.56 -1.79
C 3.70 -0.65 -1.30
C 0.50 -0.48 -0.51
C -0.22 0.66 -0.22
H -6.38 -0.69 0.42
H -7.30 -0.35 -1.06
H -5.71 0.41 -0.82
H -4.33 -2.97 -1.41
H -4.64 -2.34 0.23
H -2.45 -1.65 -1.20
H -3.57 -0.40 -1.81
H -2.79 -0.75 1.01
H -2.97 1.02 2.35
H -3.49 2.59 1.69
H -1.32 2.91 0.61
H -1.09 2.64 2.34
H -0.28 0.42 3.15
H 1.02 -1.63 2.61
H 3.72 -2.41 1.48
H 4.83 -0.37 1.87
H 5.62 1.77 0.98
H 4.71 3.09 -2.37
H 6.35 2.66 -1.88
H 5.31 3.53 -0.76
H 3.94 0.82 -2.82
H 3.17 -1.35 -1.93
H 0.72 -0.77 -1.53
H -0.57 1.30 -1.02
```

Record 3
This record from the OMol25 dataset describes the ion C11H15BrN with charge +1. The level of theory is ωB97M-V/def2-TZVPD.

Charge ... +1
Energy relative to the best compared isomer or geometry (same formula, charge and spin) ... 69.0 kcal/mol

```
28
C11H15BrN | the OMol25 dataset | ωB97M-V/def2-TZVPD
C 3.72 -1.39 0.66
C 3.61 -0.85 -0.63
C 2.60 -1.98 1.20
C 2.35 -0.59 -1.10
C 1.40 -1.72 0.63
C -2.27 0.33 -0.47
C -2.11 1.29 0.65
C -1.40 -0.85 -0.34
C -0.88 2.33 0.50
C -0.08 -0.51 -0.86
C 0.41 1.56 0.50
N 1.21 -0.92 -0.44
Br 1.93 2.28 -0.19
H 4.64 -1.69 1.06
H 4.48 -0.54 -1.13
H 2.70 -2.44 2.18
H 2.20 -0.21 -2.03
H 0.47 -2.12 1.14
H -3.31 0.09 -0.72
H -2.10 0.86 -1.41
H -3.05 1.83 0.73
H -1.95 0.90 1.67
H -1.20 -1.26 0.75
H -1.87 -1.81 -0.85
H -0.95 2.72 -0.51
H -1.00 3.10 1.18
H -0.24 0.08 -1.69
H 0.41 0.92 1.46
```

Record 4
This record from the OMol25 dataset describes a structure of composition C26H48O5SSe3SiTi. The level of theory is ωB97M-V/def2-TZVPD.

Charge ... -2
Energy relative to the best compared isomer or geometry (same formula, charge and spin) ... 0.0 kcal/mol

```
85
C26H48O5SSe3SiTi | the OMol25 dataset | ωB97M-V/def2-TZVPD
Ti -0.46 -1.24 -1.73
C -1.04 -0.87 3.11
C -0.98 0.38 2.24
C -0.42 1.57 3.02
C -2.37 0.70 1.73
O -0.15 0.10 1.10
Si 1.47 -0.13 0.97
S 1.88 -0.80 -0.95
O 2.12 1.35 1.33
C 3.44 1.79 1.57
C 4.44 1.10 0.63
C 3.81 1.52 3.03
C 3.44 3.29 1.29
O 2.05 -1.09 2.19
C 2.36 -2.49 2.25
C 1.27 -3.34 1.60
C 3.71 -2.74 1.58
C 2.46 -2.81 3.74
H -1.75 -0.72 3.93
H -0.05 -1.10 3.53
H -1.37 -1.71 2.50
H -1.09 1.82 3.84
H -0.32 2.43 2.35
H 0.57 1.34 3.43
H -3.02 0.94 2.58
H -2.78 -0.15 1.18
H -2.33 1.56 1.07
H 4.47 0.02 0.83
H 5.44 1.51 0.79
H 4.15 1.24 -0.41
H 3.76 0.46 3.23
H 3.10 2.04 3.68
H 4.82 1.89 3.23
H 3.18 3.48 0.25
H 4.42 3.72 1.49
H 2.70 3.78 1.92
H 1.22 -3.16 0.53
H 0.30 -3.12 2.03
H 1.49 -4.40 1.76
H 3.65 -2.48 0.52
H 3.96 -3.80 1.66
H 4.49 -2.15 2.06
H 1.50 -2.65 4.23
H 3.21 -2.17 4.21
H 2.75 -3.86 3.89
O 0.62 -2.99 -2.38
C -0.19 -3.83 -3.20
C -0.82 -2.98 -4.31
C -2.11 -3.68 -4.73
O -2.82 -3.01 -5.77
C 0.15 -2.90 -5.50
Se 2.03 -2.40 -5.04
C -1.15 -1.58 -3.75
Se -2.01 -2.36 -0.55
H 1.38 -2.71 -2.99
H -0.95 -4.26 -2.54
H 0.44 -4.62 -3.62
H -2.75 -3.79 -3.85
H -1.89 -4.69 -5.12
H -2.72 -2.07 -5.58
H -0.22 -2.18 -6.23
H 0.19 -3.87 -5.99
H -2.22 -1.41 -3.64
H -0.76 -0.80 -4.41
C -4.42 4.82 1.23
C -3.57 3.94 0.35
C -4.13 2.94 -0.44
C -3.35 2.12 -1.25
C -4.01 1.00 -2.00
C -1.96 2.31 -1.30
Se -0.88 1.26 -2.47
C -1.38 3.32 -0.51
C 0.10 3.55 -0.51
C -2.19 4.11 0.29
H -5.44 4.45 1.29
H -4.46 5.85 0.84
H -4.01 4.87 2.24
H -5.20 2.78 -0.40
H -5.09 1.01 -1.84
H -3.61 0.04 -1.64
H -3.79 1.05 -3.07
H 0.64 2.62 -0.29
H 0.38 4.30 0.23
H 0.44 3.87 -1.50
H -1.73 4.88 0.91
```

Record 5
This record from the OMol25 dataset describes the ion C3H6N3S with charge +1. The level of theory is ωB97M-V/def2-TZVPD.

Charge ... +1
Energy relative to the best compared isomer or geometry (same formula, charge and spin) ... 98.3 kcal/mol

```
13
C3H6N3S | the OMol25 dataset | ωB97M-V/def2-TZVPD
C -0.57 -1.74 -0.07
C -1.91 -1.39 0.20
C 1.91 0.81 -0.15
N 0.36 -0.90 -0.22
N 0.96 -0.05 -0.77
N -2.06 -0.10 -0.04
S -3.53 0.49 -0.16
H -0.24 -2.85 -0.12
H -2.56 -2.29 0.27
H 1.36 1.82 -0.01
H 2.02 0.33 0.90
H 2.83 0.93 -0.78
H -3.04 1.66 -0.27
```

Record 6
This record from the OMol25 dataset describes a cluster of 2 separate species, C2H7O2 in total. The level of theory is ωB97M-V/def2-TZVPD.

Charge ... -1
Energy relative to the best compared isomer or geometry (same formula, charge and spin) ... 18.7 kcal/mol

```
11
C2H7O2 | the OMol25 dataset | ωB97M-V/def2-TZVPD
O -2.25 -0.34 -1.16
H -1.00 0.01 -0.81
C 0.66 -0.40 0.37
O -0.12 0.58 -0.25
C 1.81 0.32 1.00
H 0.16 -0.76 1.32
H 1.02 -1.17 -0.37
H -2.51 -1.03 -0.52
H 2.61 0.78 0.28
H 1.29 1.13 1.57
H 2.58 -0.31 1.62
```

Number 1: E_tot -27273.24267 eV. Number 2: E_tot -42097.99342 eV. Number 3: E_tot -83172.29210 eV. Number 4: E_tot -275855.32254 eV. Number 5: E_tot -18502.49739 eV. Number 6: E_tot -6281.87984 eV.